No. 1
A 2-piece molecular cluster, CH2N2O3S overall at a distorted geometry. Source: the OMol25 dataset; level of theory: wB97M-V/def2-TZVPD.

Cartesian coordinates (Å):
C1 1.18 -0.02 0.34
N1 -2.21 0.61 -0.14
N2 -1.71 0.27 -1.07
O1 -2.71 0.97 0.83
O2 0.52 -2.46 0.65
O3 1.48 1.09 -0.34
S1 0.84 -1.47 -0.38
H1 1.18 0.10 1.41
H2 1.44 0.93 -1.30

Computed properties:
relative energy (zero: lowest compared OMol25 entry of this formula, charge and spin) = 64.0 kcal/mol
spin multiplicity = 1
charge = 0
gap between HOMO and LUMO (spin up / spin down) = 0.32928 / 0.32931 hartree

Results of the Löwdin charge analysis, in e, for atoms 1 through 5: C -0.48; N -0.31; N 0.23; O 0.12; O -0.60

No. 2
C24H18BiBrN11O5S as an isolated structure. Source: the OMol25 dataset; level of theory: wB97M-V/def2-TZVPD.

Cartesian coordinates (Å):
Bi1 -0.01 0.71 -0.26
O1 2.02 0.95 1.17
N1 2.10 0.27 2.23
N2 1.03 -0.36 2.53
O2 -0.08 -0.31 1.81
C1 1.04 -1.21 3.67
C2 2.23 -1.77 4.12
C3 2.20 -2.58 5.24
C4 1.01 -2.86 5.89
C5 -0.18 -2.32 5.41
C6 -0.17 -1.49 4.30
H1 3.14 -1.57 3.58
H2 3.13 -3.03 5.59
H3 0.99 -3.52 6.75
H4 -1.12 -2.54 5.90
H5 -1.09 -1.08 3.90
N3 -4.07 -5.52 0.84
C7 -2.82 -4.97 0.58
C8 -2.32 -3.97 1.41
C9 -1.10 -3.38 1.14
C10 -0.35 -3.81 0.06
C11 -0.81 -4.84 -0.75
C12 -2.03 -5.42 -0.49
S1 1.12 -2.92 -0.35
O3 1.73 -2.49 0.88
O4 1.90 -3.71 -1.25
N4 0.57 -1.56 -1.05
C13 -0.07 -1.57 -2.25
N5 -0.29 -2.68 -2.97
C14 -0.96 -2.50 -4.11
C15 -1.41 -1.27 -4.56
C16 -1.15 -0.19 -3.74
N6 -0.49 -0.33 -2.60
H6 -4.72 -4.83 1.23
H7 -4.48 -5.99 0.05
H8 -2.91 -3.63 2.25
H9 -0.73 -2.58 1.76
H10 -0.21 -5.15 -1.60
H11 -2.41 -6.21 -1.13
H12 -1.14 -3.40 -4.69
H13 -1.95 -1.17 -5.49
H14 -1.48 0.81 -3.98
Br1 -2.36 2.41 5.38
C17 -1.75 3.06 3.71
C18 -1.65 4.42 3.48
C19 -1.19 4.82 2.23
C20 -0.85 3.87 1.29
N7 -0.94 2.56 1.54
C21 -1.38 2.16 2.73
H15 -1.92 5.13 4.24
H16 -1.10 5.87 2.00
H17 -0.53 4.13 0.29
H18 -1.44 1.09 2.89
O5 -1.63 3.17 -3.68
C22 -1.19 2.94 -2.58
N8 -0.76 2.72 -1.50
N9 -2.15 -0.04 -0.05
C23 -3.24 -0.36 0.20
N10 -4.47 -0.65 0.37
C24 -4.90 -1.76 0.94
N11 -5.38 -2.70 1.43

Computed properties:
relative energy (zero: lowest compared OMol25 entry of this formula, charge and spin) = 0.0 kcal/mol
spin multiplicity = 1
charge = -1
gap between HOMO and LUMO = 0.28797 hartree

Results of the Löwdin charge analysis, in e, for atoms 1 through 5: Bi 1.89; O -0.28; N -0.02; N -0.22; O -0.35

No. 3
A single C20H34N6O2 molecule. Source: the OMol25 dataset; level of theory: wB97M-V/def2-TZVPD.

Cartesian coordinates (Å):
C1 -6.44 3.78 2.76
C2 -5.60 2.55 2.63
C3 -5.95 1.52 1.87
C4 -5.15 0.27 1.70
C5 -3.73 0.41 2.26
C6 -3.10 -0.97 2.40
O1 -3.20 -1.58 3.46
N1 -2.52 -1.55 1.31
C7 -2.13 -2.95 1.36
C8 -2.36 -0.94 0.00
C9 -0.89 -0.81 -0.46
C10 0.15 -0.64 0.64
C11 0.14 0.74 1.28
N2 1.48 -0.89 0.10
C12 1.91 -2.15 -0.16
O2 1.22 -3.13 0.03
C13 3.28 -2.24 -0.73
C14 3.96 -1.29 -1.47
N3 5.12 -1.90 -1.77
C15 6.26 -1.40 -2.52
C16 5.86 -0.78 -3.84
N4 5.19 0.51 -3.71
C17 4.53 0.86 -4.96
C18 6.12 1.56 -3.32
N5 5.16 -3.14 -1.25
N6 4.05 -3.35 -0.64
C19 -3.76 1.12 3.60
C20 -4.32 2.53 3.41
H1 -5.87 4.67 2.50
H2 -7.32 3.74 2.11
H3 -6.79 3.91 3.79
H4 -6.90 1.58 1.33
H5 -5.65 -0.54 2.24
H6 -5.12 -0.03 0.65
H7 -3.13 1.02 1.57
H8 -2.21 -3.30 2.39
H9 -2.80 -3.54 0.74
H10 -1.11 -3.09 1.01
H11 -2.91 -1.54 -0.73
H12 -2.83 0.04 0.00
H13 -0.63 -1.73 -1.00
H14 -0.80 0.00 -1.19
H15 -0.02 -1.38 1.42
H16 -0.83 0.94 1.74
H17 0.90 0.82 2.06
H18 0.31 1.52 0.53
H19 2.14 -0.13 0.07
H20 3.74 -0.30 -1.82
H21 6.81 -0.70 -1.89
H22 6.91 -2.26 -2.70
H23 6.76 -0.69 -4.48
H24 5.18 -1.47 -4.35
H25 4.00 1.81 -4.84
H26 5.24 0.96 -5.79
H27 3.80 0.10 -5.22
H28 5.58 2.51 -3.25
H29 6.55 1.36 -2.35
H30 6.94 1.68 -4.05
H31 -4.40 0.57 4.28
H32 -2.76 1.17 4.03
H33 -3.58 3.17 2.90
H34 -4.47 3.00 4.39

Computed properties:
relative energy (zero: lowest compared OMol25 entry of this formula, charge and spin) = 26.7 kcal/mol
SMILES = CC1=CC[C@H](C(=O)N(C)CC[C@H](C)NC(=O)c2cn(CCN(C)C)nn2)CC1
spin multiplicity = 1
charge = 0
gap between HOMO and LUMO = 0.34053 hartree

Results of the Löwdin charge analysis, in e, for atoms 1 through 5: C -0.06; C -0.30; C -0.05; C -0.13; C -0.26

No. 4
A single C4H6N2 molecule at a distorted geometry. Source: the OMol25 dataset; level of theory: wB97M-V/def2-TZVPD.

Cartesian coordinates (Å):
N1 -0.92 -1.20 -0.34
C1 -1.09 0.21 -0.22
C2 -0.01 -0.32 -1.05
C3 1.10 0.35 -0.20
N2 1.09 0.00 1.21
C4 0.09 0.90 0.72
H1 -0.55 -1.61 0.52
H2 -2.04 0.67 -0.56
H3 0.04 -0.39 -2.13
H4 2.03 0.69 -0.65
H5 0.78 -0.92 1.52
H6 -0.52 1.63 1.18

Computed properties:
relative energy (zero: lowest compared OMol25 entry of this formula, charge and spin) = 110.9 kcal/mol
SMILES = N1[C@H]2[C@@H]1[C@H]1N[C@@H]21
spin multiplicity = 1
charge = 0
gap between HOMO and LUMO = 0.39279 hartree

Results of the Löwdin charge analysis, in e, for atoms 1 through 5: N 0.05; C -0.20; C -0.22; C -0.17; N 0.06

No. 5
A single C4H10N2S molecule at a distorted geometry. Source: the OMol25 dataset; level of theory: wB97M-V/def2-TZVPD.

Cartesian coordinates (Å):
N1 -2.27 -0.88 0.80
N2 -1.84 -0.86 -0.51
C1 -1.11 0.07 -1.13
C2 -0.32 1.16 -0.47
C3 1.24 1.09 -0.01
C4 1.62 -0.17 0.74
S1 1.37 -1.71 -0.52
H1 -2.57 -1.79 0.87
H2 -1.37 -1.02 1.38
H3 -0.86 0.03 -2.27
H4 -0.69 1.18 0.54
H5 -0.50 2.21 -1.02
H6 2.03 1.37 -0.84
H7 1.30 1.98 0.75
H8 1.12 -0.32 1.69
H9 2.67 -0.50 0.99
H10 0.17 -1.84 -0.98

Computed properties:
relative energy (zero: lowest compared OMol25 entry of this formula, charge and spin) = 85.8 kcal/mol
SMILES = N/N=C\CCCS
spin multiplicity = 1
charge = 0
gap between HOMO and LUMO = 0.35728 hartree

Results of the Löwdin charge analysis, in e, for atoms 1 through 5: N 0.01; N -0.11; C -0.23; C -0.21; C -0.29